(1)
# C28H34Cl3GeN6O11PSTi

A molecular structure, C28H34Cl3GeN6O11PSTi (ωB97M-V/def2-TZVPD, the OMol25 dataset).

Element x y z (Å)
Ti  -0.42450  0.20672  0.23070
O  -1.60722  0.75284  -1.29366
N  -2.71911  1.47844  -1.21593
C  -3.37151  1.72063  -2.37547
C  -4.50259  2.48040  -2.38717
C  -4.97232  3.00075  -1.17023
C  -4.30222  2.73119  -0.00974
C  -3.13311  1.93852  -0.00845
S  -2.23265  1.53792  1.36770
H  -2.91525  1.26250  -3.24010
H  -5.00930  2.66599  -3.32190
H  -5.86303  3.61398  -1.14903
H  -4.63727  3.11585  0.94228
N  4.55855  0.44143  0.55382
N  3.45346  0.13820  -0.32119
H  4.55106  -0.21601  1.33046
H  4.34350  1.33829  0.97878
H  2.67693  -0.19437  0.24676
H  3.74459  -0.64459  -0.89494
Cl  0.67454  5.32845  1.49925
Ge  0.73715  3.51131  3.00757
Cl  1.09609  4.76594  4.87389
Cl  2.95991  3.00040  2.62114
O  -0.35743  -1.52813  -2.90660
C  0.04899  -1.89227  -1.82501
O  0.40850  -1.04879  -0.86446
C  0.16600  -3.32408  -1.43699
C  0.48629  -3.68308  -0.13390
C  0.55126  -5.02446  0.25319
C  0.30826  -5.95775  -0.72265
O  0.28861  -7.31775  -0.60146
C  0.06230  -7.83042  -1.91266
O  -0.22841  -6.73207  -2.77293
C  0.00205  -5.60035  -2.02892
C  -0.08843  -4.29520  -2.42148
H  0.70409  -2.90993  0.59324
H  0.77258  -5.30865  1.27293
H  -0.79022  -8.50962  -1.89142
H  0.96485  -8.33943  -2.26243
H  -0.34406  -4.00071  -3.42922
C  2.71390  3.38828  -0.88670
P  1.17829  2.58667  -1.26921
C  -0.04929  3.82734  -1.66100
C  1.41135  1.56002  -2.71766
O  0.66696  1.73430  -0.09284
H  2.97510  4.04557  -1.71918
H  3.47276  2.61747  -0.76014
H  2.60337  3.97041  0.02822
H  0.34203  4.50917  -2.41731
H  -0.26656  4.38602  -0.74927
H  -0.94839  3.34062  -2.03899
H  1.50901  2.18756  -3.60501
H  0.55794  0.88864  -2.83017
H  2.31657  0.97238  -2.56691
O  1.93408  -1.37063  1.88764
C  0.81954  -1.17146  2.34231
O  0.11147  -0.06230  1.94712
C  0.08114  -2.05946  3.20886
C  -1.18107  -1.70515  3.73045
C  -1.95688  -2.62544  4.38122
C  -1.51180  -3.96635  4.49098
C  -0.20174  -4.30547  4.07099
C  0.56936  -3.36366  3.44411
N  -2.38273  -4.94998  4.92310
O  -1.97045  -6.13286  5.03262
O  -3.58510  -4.63760  5.15998
H  -1.53377  -0.68862  3.60913
H  -2.92026  -2.36626  4.79428
H  0.14477  -5.31518  4.23186
H  1.56474  -3.60914  3.09399
N  -1.86267  -1.46731  0.49008
C  -2.58902  -2.36154  0.47142
N  -3.36109  -3.41012  0.48469
C  -3.79308  -4.05801  1.73265
C  -3.13456  -5.42008  1.84479
O  -3.38634  -6.19540  0.67439
C  -2.82785  -5.58479  -0.46775
C  -3.46659  -4.23018  -0.72868
H  -4.88050  -4.15826  1.69535
H  -3.52381  -3.42705  2.57931
H  -3.53991  -5.96458  2.69389
H  -2.05337  -5.30345  1.98875
H  -3.00265  -6.25228  -1.31160
H  -1.74127  -5.45169  -0.33669
H  -4.52668  -4.34688  -0.96799
H  -2.96612  -3.71910  -1.55084

Its total charge is -1. For the HOMO-LUMO gap (spin up / spin down), the calculation gives 4.371 / 6.520 eV. As for the multiplicity: 2. The value obtained for the energy above the lowest of the compared OMol25 structures with the same formula, charge and spin is 5.14 kcal per mole. The total energy comes out at -198380.3704 eV. The calculation puts the HOMO energy (spin up / spin down) at -3.26 / -5.40 eV.

---

(2)
# C10H19N2S

2 unconnected molecules or ions with the total composition C10H19N2S (ωB97M-V/def2-TZVPD, the OMol25 dataset).

Element x y z (Å)
C  -0.76623  0.62308  0.09584
C  -0.55852  3.91721  -1.33132
C  -1.92713  3.91653  -0.53591
C  3.07050  -2.19602  0.67460
C  2.07632  -2.99750  -0.29152
C  -0.26978  2.41015  -1.44995
C  -2.25978  2.45029  -0.14009
C  2.39679  -2.16047  2.02750
C  0.81634  -3.08190  0.11171
C  -0.29574  -3.87699  -0.36553
N  -1.05528  1.83147  -0.33479
N  -1.48260  -0.12004  0.93810
S  0.56154  -2.22328  1.65022
H  -0.58852  4.48650  -2.20221
H  0.23039  4.38485  -0.79063
H  -1.88252  4.63765  0.23316
H  -2.76083  4.41993  -1.14804
H  4.05831  -2.74932  0.81654
H  3.47137  -1.25170  0.33202
H  0.23887  0.18945  -0.02735
H  2.39290  -3.54166  -1.19684
H  -0.67137  1.78316  -2.31292
H  0.76065  2.10506  -1.28525
H  -2.46944  2.48577  0.86711
H  -3.04739  1.99379  -0.61917
H  2.50920  -2.94680  2.80257
H  2.54162  -1.23867  2.60235
H  -0.22069  -4.86694  0.17062
H  -0.13574  -4.18193  -1.51479
H  -1.21714  -3.32254  -0.28887
H  -1.07678  -0.87650  1.42743
H  -2.43933  -0.00262  1.08541

Its total charge is +1. For the HOMO-LUMO gap, the calculation gives 8.185 eV. As for the multiplicity: 1. The value obtained for the energy above the lowest of the compared OMol25 structures with the same formula, charge and spin is 0.00 kcal per mole. The total energy comes out at -24485.9130 eV. The calculation puts the HOMO energy at -11.25 eV.

---

(3)
# C31H89N9O10

10 unconnected molecules or ions with the total composition C31H89N9O10 (ωB97M-V/def2-TZVPD, the OMol25 dataset).

Element x y z (Å)
C  2.67005  1.44352  2.23558
O  3.76404  0.57495  2.60819
H  1.73758  0.90386  2.09949
H  2.57680  2.18340  3.03167
H  2.97959  1.97413  1.33152
H  4.45535  1.16447  2.92476
C  -0.82264  -0.68145  0.46633
O  0.13063  -1.14779  1.43509
H  -1.27925  0.22495  0.86222
H  -0.34368  -0.53946  -0.50321
H  -1.65695  -1.38868  0.38392
H  0.55812  -1.88626  0.96712
C  3.37895  -2.66987  4.28933
O  3.35593  -3.67691  4.98495
N  2.22795  -2.08432  3.82860
N  4.48623  -2.00240  3.83819
H  2.22757  -1.28954  3.21875
H  1.37775  -2.59474  3.98033
H  5.39556  -2.34789  4.08267
H  4.36765  -1.08970  3.43443
C  5.23155  -1.18244  -1.20023
C  3.71063  -0.98094  -1.07275
C  3.01743  -1.79748  -2.15602
O  3.55816  -1.47703  -3.42032
C  2.76515  -2.01088  -4.48715
N  3.23348  -1.40600  0.22954
H  5.46108  -2.19256  -0.84705
H  5.80020  -0.50674  -0.55484
H  5.64034  -1.07589  -2.20408
H  3.46601  0.07335  -1.21012
H  1.97362  -1.45033  -2.16798
H  3.04331  -2.87246  -1.94649
H  3.15158  -1.53078  -5.38410
H  1.74371  -1.65087  -4.36761
H  2.94335  -3.08612  -4.50548
H  3.50902  -0.75667  0.96213
H  3.62133  -2.28268  0.56591
C  2.69861  -5.36837  2.33313
C  1.80589  -5.15678  1.12177
C  1.11634  -6.49553  0.68589
O  -0.06250  -6.23787  -0.06694
C  0.13925  -5.94460  -1.43129
N  0.79527  -4.10299  1.42398
H  3.21824  -6.31973  2.15632
H  2.21189  -5.47849  3.29805
H  3.46191  -4.59277  2.33099
H  2.36665  -4.84165  0.23994
H  0.82357  -7.13744  1.51408
H  1.83509  -7.01740  0.04463
H  -0.80140  -6.05222  -1.96429
H  0.90655  -6.58115  -1.88264
H  0.48576  -4.90891  -1.55429
H  0.29782  -4.32597  2.28299
H  0.10613  -4.34458  0.70948
C  -0.89117  6.45605  -1.25262
C  -0.09924  5.15720  -1.40505
C  -1.08528  4.01266  -1.15537
O  -0.51084  2.72476  -1.34550
C  0.55849  2.45948  -0.45192
N  0.50982  5.08933  -2.74342
H  -1.78187  6.47186  -1.88394
H  -0.28671  7.34340  -1.42381
H  -1.28129  6.49000  -0.22956
H  0.68633  5.13788  -0.64876
H  -1.88879  4.08372  -1.88865
H  -1.52482  4.18097  -0.16378
H  1.41754  3.12163  -0.59459
H  0.88536  1.42782  -0.56395
H  0.19686  2.61687  0.57182
H  0.70932  4.08997  -2.82983
H  -0.12355  5.24472  -3.52208
C  2.35789  2.43014  -7.96657
C  1.37486  1.70154  -7.03303
C  2.07587  1.22950  -5.75112
O  1.15763  0.63690  -4.86728
C  1.28075  1.18002  -3.56830
N  0.23903  2.55354  -6.70289
H  2.55552  1.86490  -8.87742
H  3.33573  2.42947  -7.47133
H  2.04729  3.44964  -8.16951
H  0.97079  0.80829  -7.53533
H  2.47688  2.15967  -5.32944
H  2.91992  0.60068  -6.04837
H  0.61314  0.67613  -2.86518
H  0.79704  2.16486  -3.56195
H  2.29618  1.24780  -3.17832
H  -0.36273  2.06865  -6.04187
H  -0.34811  2.72195  -7.51094
C  -3.40241  1.85553  2.34784
C  -4.30759  1.03256  3.25709
C  -4.54574  -0.35887  2.70038
O  -5.12734  -0.26929  1.40552
C  -5.42401  -1.46768  0.73393
N  -3.71136  0.88761  4.60053
H  -3.17648  2.86396  2.70631
H  -3.84898  2.05875  1.36600
H  -2.45227  1.36183  2.13451
H  -5.27278  1.54649  3.30764
H  -5.20407  -0.97964  3.31790
H  -3.60540  -0.92059  2.59018
H  -4.56784  -1.83084  0.16244
H  -6.29325  -1.24066  0.11340
H  -5.81905  -2.23735  1.41009
H  -2.79586  0.43628  4.39814
H  -3.40955  1.84184  4.80393
C  -6.03372  1.73270  -3.17900
C  -5.33799  1.13357  -1.98471
C  -3.80427  1.13432  -2.19529
O  -3.47289  0.42950  -3.35874
C  -2.07443  0.47896  -3.58853
N  -5.63825  1.92559  -0.78106
H  -5.72813  1.25180  -4.11279
H  -5.72792  2.77122  -3.34221
H  -7.12459  1.69381  -3.16443
H  -5.67632  0.10837  -1.80021
H  -3.43413  0.67238  -1.26941
H  -3.51572  2.18785  -2.26122
H  -1.73341  1.51674  -3.47976
H  -1.88522  0.19321  -4.62146
H  -1.51827  -0.12403  -2.86443
H  -6.64005  2.02927  -0.66955
H  -5.33027  1.38038  0.02175
C  0.07671  1.71417  4.62553
C  -0.14863  0.27023  5.08254
C  -0.69230  0.22077  6.51949
O  0.23599  0.63416  7.48736
C  1.27290  -0.28109  7.68085
N  -1.04080  -0.39197  4.12440
H  -0.49541  2.42520  5.22919
H  -0.09034  1.84741  3.55936
H  1.08560  2.02302  4.91559
H  0.81048  -0.25435  5.02090
H  -1.11491  -0.76730  6.75330
H  -1.55959  0.88347  6.56616
H  0.94625  -1.18000  8.22116
H  2.08830  0.12522  8.28367
H  1.79302  -0.63943  6.78465
H  -1.11458  -1.39909  4.24662
H  -0.55323  -0.33528  3.22926

Its total charge is 0. For the HOMO-LUMO gap, the calculation gives 9.069 eV. As for the multiplicity: 1. The total energy comes out at -67472.6069 eV. The calculation puts the HOMO energy at -8.95 eV. The SMILES is COC[C@H](C)N.COC[C@H](C)N.COC[C@H](C)N.COC[C@H](C)N.COC[C@H](C)N.COC[C@H](C)N.COC[C@H](C)N.NC(N)=O.CO.CO.